Record 1
The following is a DFT calculation (the ωB97M-V functional and the def2-TZVPD basis) of C12H18Cl2IrN2 as an isolated structure in a non-equilibrium geometry.

```
35
C12H18Cl2IrN2 (the ωB97M-V functional and the def2-TZVPD basis)
Ir -1.289 1.452 -0.099
Cl -0.406 3.211 -1.179
Cl 0.500 0.891 1.320
N -2.606 0.290 0.960
N -1.132 -1.552 1.364
C 1.934 -2.147 -1.392
C -3.324 -1.553 2.318
C -1.490 0.051 -2.531
C -4.804 0.328 1.840
C -0.914 -0.112 -1.161
C -4.574 -0.939 2.399
C -2.339 -0.891 1.570
C 1.334 -0.970 -3.592
C 0.949 0.562 -3.517
C -0.548 0.804 -3.579
C -3.772 0.966 1.149
C 1.127 -1.942 -2.426
H -3.755 1.973 0.729
H -0.929 0.537 -4.578
H 0.829 -1.452 -4.425
H 0.085 -2.257 -2.341
H -2.363 0.754 -2.336
H 1.361 0.996 -2.594
H -0.316 -0.964 1.422
H -0.684 1.873 -3.390
H 2.782 -1.503 -1.185
H 1.959 -3.095 -0.816
H -1.076 -2.368 1.950
H -3.031 -2.497 2.737
H -5.753 0.863 1.875
H 2.374 -0.977 -3.875
H 1.462 1.151 -4.312
H -5.378 -1.461 2.900
H -0.964 -1.135 -0.815
H -1.971 -0.881 -2.960
```

Strongest force on any atom ... 3.081 eV/A
Energy relative to the best compared isomer or geometry (same formula, charge and spin) ... 2.6 kcal/mol
Multiplicity ... 5
Net charge ... -1
LUMO (alpha / beta) ... 3.1093 / 2.0852 eV
Calculated total energy ... -43596.872 eV

Here are the Löwdin charges for atoms 1 to 5, given in e: number 1, Ir, carries 0.7866; number 2, Cl, carries -0.1358; number 3, Cl, carries -0.0649; number 4, N, carries -0.1915; number 5, N, carries 0.0436


Record 2
The following is a DFT calculation (the ωB97M-V functional and the def2-TZVPD basis) of C12H18ClIIrN2O3P as an isolated structure in a non-equilibrium geometry.

```
39
C12H18ClIIrN2O3P (the ωB97M-V functional and the def2-TZVPD basis)
Ir -0.222 0.670 -0.664
I -2.592 1.819 -0.848
Cl 0.993 2.539 -1.430
P 1.228 -0.524 -1.989
O -2.253 -0.364 -3.014
O -1.624 0.082 4.475
O -1.957 -1.750 -0.206
N -0.022 0.647 5.979
N 0.772 0.886 1.206
C -0.491 0.495 4.703
C 1.227 -2.242 -1.413
C -2.278 0.835 -2.888
C 1.842 1.105 3.813
C -1.282 -0.798 -0.308
C 2.079 1.214 1.382
C -0.007 0.726 2.305
C 0.487 0.802 3.619
C 2.610 1.346 2.674
C 0.881 -0.501 -3.764
C 2.960 -0.006 -1.889
C -2.293 1.863 -3.953
H -1.296 1.939 -4.407
H -1.061 0.499 2.138
H 3.406 -0.313 -0.936
H 0.904 0.536 -4.121
H 1.902 -2.828 -2.055
H 3.510 -0.467 -2.716
H -0.086 -0.974 -3.982
H 3.659 1.630 2.749
H 3.031 1.080 -2.009
H -3.019 1.601 -4.739
H 0.786 1.195 6.229
H 1.704 -1.028 -4.261
H -0.708 0.510 6.699
H 2.693 1.413 0.490
H -2.544 2.824 -3.493
H 2.312 1.138 4.799
H 0.212 -2.668 -1.464
H 1.606 -2.262 -0.377
```

Strongest force on any atom ... 7.259 eV/A
Multiplicity ... 5
Net charge ... +2
LUMO (alpha / beta) ... -7.6227 / -11.5087 eV
Calculated total energy ... -54590.678 eV

Here are the Löwdin charges for atoms 1 to 5, given in e: number 1, Ir, carries 0.8014; number 2, I, carries 1.2166; number 3, Cl, carries 0.0300; number 4, P, carries 0.6415; number 5, O, carries 0.0445


Record 3
The following is a DFT calculation (the ωB97M-V functional and the def2-TZVPD basis) of C12H18CsFN2O4S2 as an isolated structure in a non-equilibrium geometry.

```
40
C12H18CsFN2O4S2 (the ωB97M-V functional and the def2-TZVPD basis)
Cs 2.225 -2.869 0.962
S -0.483 0.098 -2.868
S 1.009 -2.262 -1.613
F 0.424 -3.130 1.693
O -4.095 2.021 2.452
O 4.016 1.164 0.696
O -3.468 3.024 0.242
O -1.132 -2.661 3.536
N -1.855 0.054 2.244
N 2.131 0.385 -1.607
C -3.205 -0.467 0.064
C 1.750 1.340 -0.499
C 3.481 -0.259 -1.401
C 4.438 0.915 -0.691
C -0.452 -2.187 2.466
C -3.125 -0.006 -1.524
C -2.413 0.688 0.976
C 1.039 -0.599 -1.950
C 2.571 0.964 0.889
C -0.503 -0.587 1.993
C -3.407 1.990 1.300
C -2.029 -0.856 -2.409
H -4.192 -0.258 -1.991
H -1.551 1.097 0.267
H -2.982 1.166 -1.634
H 0.315 -0.010 2.636
H 2.177 1.677 1.730
H 4.544 1.874 -1.357
H 3.973 -0.470 -2.443
H 2.270 -0.145 1.149
H -0.141 -0.471 0.864
H 0.594 1.280 -0.221
H 3.501 -1.162 -0.658
H 5.531 0.441 -0.626
H 2.019 2.443 -0.867
H -2.574 -1.121 -3.436
H -4.320 -0.643 0.439
H -2.573 -1.449 0.157
H -1.663 0.861 2.898
H -1.844 -1.872 -1.858
```

Strongest force on any atom ... 13.055 eV/A
LUMO ... -1.5998 eV
Calculated total energy ... -48828.674 eV

Here are the Löwdin charges for atoms 1 to 5, given in e: number 1, Cs, carries 1.4604; number 2, S, carries 0.8423; number 3, S, carries 0.4395; number 4, F, carries -0.7269; number 5, O, carries -0.1335


Record 4
The following is a DFT calculation (the ωB97M-V functional and the def2-TZVPD basis) of a 6-piece molecular cluster, C12H18F3N3O15 overall in a non-equilibrium geometry.

```
51
C12H18F3N3O15 (the ωB97M-V functional and the def2-TZVPD basis)
F -1.287 -4.429 -4.450
F 4.406 4.947 -0.491
F -1.021 -1.905 0.720
O 0.723 -1.329 4.009
O -2.948 3.041 -0.520
O -2.066 5.058 -0.400
O 0.883 -5.326 -4.060
O 1.345 1.050 -1.585
O 1.150 4.628 -0.475
O 3.085 -4.872 -4.229
O 0.030 1.268 0.268
O -4.475 -5.269 -1.054
O 0.598 6.677 -1.168
O 1.654 0.222 5.083
O -5.558 -4.523 0.635
O 1.648 -3.582 -2.995
O 0.377 -0.750 -0.589
O 2.651 6.207 -0.246
N -4.588 -4.589 -0.105
N -2.454 3.963 0.110
N 1.634 -0.615 4.216
C -0.339 -4.716 -3.572
C 1.975 -4.646 -3.755
C 0.746 0.527 -0.691
C -0.955 0.480 0.874
C 2.347 3.914 -0.181
C 2.797 -0.874 3.300
C 3.298 5.065 0.231
C -3.451 -3.629 0.202
C 1.436 5.901 -0.689
C 0.219 -3.488 -2.900
C -0.195 -0.857 0.705
C -2.203 3.803 1.588
H 2.266 3.273 0.697
H -0.002 -2.569 -3.443
H 2.928 -1.951 3.190
H 2.796 -0.305 2.370
H -3.512 -3.279 1.232
H -1.257 3.261 1.569
H -0.749 -5.506 -2.943
H -2.642 -4.326 -0.020
H -3.075 3.268 1.964
H 3.475 5.101 1.306
H -0.119 -3.266 -1.888
H 0.530 -1.055 1.494
H 2.839 3.526 -1.073
H -1.225 0.773 1.889
H -3.485 -2.771 -0.470
H 3.638 -0.710 3.974
H -1.994 4.752 2.082
H -1.871 0.432 0.284
```

Strongest force on any atom ... 5.289 eV/A
Energy relative to the best compared isomer or geometry (same formula, charge and spin) ... 58.5 kcal/mol
LUMO ... -0.5796 eV
SMILES string ... O=C1OC[C@@H](F)O1.O=C1OC[C@@H](F)O1.O=C1OC[C@@H](F)O1.C[N+](=O)[O-].C[N+](=O)[O-].C[N+](=O)[O-]
Calculated total energy ... -56060.767 eV

Here are the Löwdin charges for atoms 1 to 5, given in e: number 1, F, carries 0.1116; number 2, F, carries 0.0921; number 3, F, carries 0.0789; number 4, O, carries 0.0704; number 5, O, carries 0.0519